Formula: C36H41As2CoN4O14Si
Source: OMol25
Level of theory: wB97M-V/def2-TZVPD

Results
Energy relative to the best compared isomer or geometry (same formula, charge and spin) in kcal per mole: 0.00
HOMO energy (spin up / spin down) in eV: -5.55 / -7.67
Multiplicity: 5
Kohn-Sham gap (spin up / spin down) in eV: 4.1808 / 6.3040

Structure (XYZ):
```
99
C36H41As2CoN4O14Si | OMol25 | wB97M-V/def2-TZVPD
Co -0.08 -1.96 0.61
C -0.27 -0.29 4.58
C -0.46 -0.53 3.14
N -0.08 -1.65 2.58
O 0.24 -2.72 3.47
C -0.85 0.54 2.17
C -0.94 2.03 2.50
N -1.12 -0.02 1.02
O -1.56 0.84 -0.08
H -0.23 -1.30 5.01
H -1.11 0.34 4.95
H 0.68 0.19 4.86
H 0.64 -3.39 2.85
H -0.39 2.22 3.42
H -2.00 2.28 2.70
H -0.51 2.56 1.66
C -3.26 -1.86 -1.22
C -2.66 -3.13 -0.84
N -1.43 -3.15 -0.27
C -1.15 -4.53 0.02
C -2.22 -5.29 -0.41
N -3.16 -4.35 -0.90
C -2.59 -6.72 -0.37
O -1.66 -7.57 -0.05
O -3.68 -7.07 -0.80
C 0.02 -4.88 0.79
O 0.16 -6.13 1.09
O 0.75 -3.90 1.18
H -3.07 -1.43 -2.24
H -2.94 -1.14 -0.49
H -4.35 -1.93 -1.22
H -4.01 -4.57 -1.34
H -0.91 -7.14 0.43
C -6.73 2.57 1.74
C -6.23 3.50 0.82
C -4.99 3.29 0.25
C -4.29 2.12 0.54
C -4.67 1.28 1.59
C -5.86 1.53 2.25
Si -2.72 1.96 -0.49
C -3.42 1.60 -2.26
C -4.77 1.52 -2.60
C -5.18 1.22 -3.89
C -4.22 0.84 -4.84
C -2.88 0.76 -4.44
C -2.49 1.10 -3.16
H -7.74 2.54 2.07
H -6.89 4.35 0.61
H -4.67 4.03 -0.51
H -4.06 0.39 1.84
H -6.17 0.93 3.08
H -2.11 3.28 -0.63
H -5.54 1.59 -1.85
H -6.26 1.34 -4.12
H -4.53 0.63 -5.89
H -2.17 0.30 -5.12
H -1.44 0.94 -2.87
C 5.74 -2.59 2.66
O 5.23 -1.33 2.13
C 3.88 -1.43 1.87
O 3.19 -2.43 2.05
C 3.30 -0.17 1.23
C 3.75 1.06 1.49
As 2.95 2.43 0.35
C 4.61 3.42 -0.02
C 3.02 1.50 -1.47
C 2.08 0.54 -1.52
As 1.79 -0.69 -0.01
C 3.05 -1.87 -0.93
C 1.32 0.28 -2.73
O 0.48 -0.66 -2.78
O 1.52 1.08 -3.80
C 0.80 0.83 -5.04
C 4.29 1.56 -2.26
O 5.11 0.65 -2.17
O 4.57 2.70 -3.00
C 3.48 3.57 -3.37
C 4.78 1.48 2.49
O 5.87 1.96 2.20
O 4.44 1.29 3.81
C 5.25 2.11 4.71
H 6.84 -2.51 2.73
H 5.42 -3.46 2.09
H 5.34 -2.70 3.71
H 4.70 4.06 0.87
H 4.40 4.13 -0.82
H 5.48 2.75 -0.13
H 4.03 -1.41 -0.81
H 2.80 -1.76 -2.00
H 3.05 -2.85 -0.56
H -0.05 1.53 -5.11
H 0.40 -0.24 -5.03
H 1.53 0.97 -5.84
H 3.87 4.16 -4.22
H 3.00 4.24 -2.62
H 2.61 2.93 -3.77
H 5.89 1.46 5.31
H 4.55 2.69 5.34
H 5.88 2.77 4.08
```

=====

Formula: C13H17BBrNO12S2
Source: OMol25
Level of theory: wB97M-V/def2-TZVPD

Results
HOMO energy in eV: -10.45
Multiplicity: 1
Kohn-Sham gap in eV: 8.5392
SMILES: [H]/N=C(/C)CC1=C(Br)C(=O)C=C(B(O)O)C1=O.O=S1(=O)OCCO1.O=S1(=O)OCCO1

Structure (XYZ):
```
47
C13H17BBrNO12S2 | OMol25 | wB97M-V/def2-TZVPD
C -6.81 1.28 4.99
C -6.70 0.62 3.54
N -7.52 0.95 2.58
C -5.51 -0.43 3.31
C -4.24 0.23 2.60
C -3.08 -0.52 2.28
Br -2.91 -2.42 2.74
C -1.88 0.22 1.52
O -0.68 0.02 1.77
C -2.37 1.26 0.39
C -3.52 2.00 0.70
B -4.27 3.08 -0.26
O -3.80 4.40 -0.54
O -5.52 2.66 -0.83
C -4.18 1.77 2.15
O -4.55 2.72 2.86
H -7.60 2.10 4.99
H -5.81 1.82 5.17
H -6.93 0.52 5.82
H -7.25 0.42 1.72
H -5.92 -1.20 2.57
H -5.24 -1.01 4.25
H -1.87 1.36 -0.61
H -2.88 4.33 -0.89
H -5.77 1.83 -0.37
C 1.79 -0.76 -0.07
C 3.07 -0.46 0.69
O 3.90 -1.60 0.48
S 3.59 -2.22 -0.99
O 4.57 -1.72 -1.90
O 3.30 -3.61 -0.85
O 2.20 -1.42 -1.26
H 1.14 -1.44 0.50
H 1.23 0.15 -0.31
H 2.90 -0.30 1.76
H 3.58 0.41 0.28
C 7.27 -1.52 -3.60
C 7.08 -2.19 -4.95
O 7.62 -1.28 -5.90
S 8.86 -0.48 -5.22
O 10.08 -1.12 -5.61
O 8.64 0.92 -5.39
O 8.55 -0.87 -3.68
H 6.51 -0.75 -3.43
H 7.26 -2.23 -2.78
H 6.03 -2.40 -5.17
H 7.65 -3.12 -5.01
```

=====

Formula: C13H24BClO9
Source: OMol25
Level of theory: wB97M-V/def2-TZVPD

Results
Energy relative to the best compared isomer or geometry (same formula, charge and spin) in kcal per mole: 12.36
HOMO energy in eV: -10.40
Multiplicity: 1
Kohn-Sham gap in eV: 10.2853
SMILES: CC[C@H](Cl)BCC(=O)OC(C)=O.COC(=O)OC.COC(=O)OC

Structure (XYZ):
```
48
C13H24BClO9 | OMol25 | wB97M-V/def2-TZVPD
C 2.96 -2.81 3.86
C 2.64 -1.32 4.07
C 3.70 -0.35 3.55
Cl 3.07 1.34 3.89
B 3.96 -0.41 1.98
C 4.95 -1.44 1.28
C 4.28 -2.53 0.47
O 4.73 -3.58 0.45
O 3.14 -2.26 -0.28
C 1.94 -2.48 0.37
C 1.07 -1.24 0.52
O 1.60 -3.50 0.78
H 2.05 -3.39 3.99
H 3.33 -3.06 2.87
H 3.66 -3.13 4.63
H 2.58 -1.16 5.15
H 1.66 -1.04 3.70
H 4.62 -0.46 4.12
H 3.40 0.38 1.29
H 5.61 -1.85 2.03
H 5.57 -0.86 0.59
H 1.51 -0.41 -0.02
H 0.10 -1.50 0.10
H 0.95 -0.97 1.56
C -4.56 -0.38 -1.69
O -4.24 -1.28 -2.75
C -3.00 -1.76 -2.70
O -2.17 -1.51 -1.86
O -2.83 -2.58 -3.74
C -1.53 -3.18 -3.81
H -5.59 -0.06 -1.84
H -4.50 -0.88 -0.72
H -3.91 0.49 -1.71
H -1.34 -3.79 -2.93
H -0.76 -2.42 -3.92
H -1.52 -3.81 -4.69
C -1.61 3.78 -2.92
O -1.85 4.88 -2.03
C -3.09 4.93 -1.55
O -3.98 4.16 -1.80
O -3.18 5.99 -0.74
C -4.46 6.18 -0.15
H -0.57 3.85 -3.24
H -1.76 2.83 -2.41
H -2.26 3.85 -3.79
H -4.73 5.33 0.47
H -5.22 6.34 -0.92
H -4.40 7.06 0.48
```

=====

Formula: C29H47ClN4O3PtS
Source: OMol25
Level of theory: wB97M-V/def2-TZVPD

Results
HOMO energy (spin up / spin down) in eV: 2.59 / -2.49
Multiplicity: 5
Kohn-Sham gap (spin up / spin down) in eV: 1.0956 / 6.1061
Charge: -2

Structure (XYZ):
```
86
C29H47ClN4O3PtS | OMol25 | wB97M-V/def2-TZVPD
Pt -0.92 0.58 -0.06
Cl 1.05 0.54 -1.23
C -4.62 1.84 1.46
C -2.76 0.77 0.70
N -3.40 1.98 0.82
H -5.59 0.00 2.19
N -3.64 -0.13 1.24
H -5.29 2.66 1.66
C -2.87 3.28 0.27
C -3.95 4.36 0.43
C -1.61 3.69 1.04
H -4.18 4.55 1.48
H -3.56 5.29 0.01
H -4.87 4.11 -0.10
H -2.28 4.06 -1.66
H -3.44 2.71 -1.75
H -0.83 2.93 0.94
C -2.56 3.10 -1.22
H -1.83 3.84 2.10
H -1.23 4.64 0.64
H -1.72 2.41 -1.37
C -4.77 0.51 1.72
C -2.87 -1.99 2.69
H -3.48 -1.59 3.50
H -2.83 -3.08 2.79
C -3.49 -1.63 1.33
H -2.60 -3.25 0.24
C -4.89 -2.26 1.21
H -5.41 -1.91 0.31
H -1.86 -1.60 2.77
H -1.61 -1.77 0.21
H -5.51 -2.07 2.09
H -4.77 -3.35 1.14
C -2.63 -2.16 0.17
H -3.07 -1.88 -0.79
C 6.64 -2.10 -3.78
N 5.47 -1.39 -3.50
H 6.92 -4.30 -3.82
N 4.96 -3.46 -3.34
H 7.58 -1.64 -4.02
C 5.33 0.09 -3.48
C 6.67 0.76 -3.82
C 4.27 0.47 -4.53
H 7.02 0.48 -4.82
H 6.54 1.84 -3.80
H 7.44 0.50 -3.08
H 4.70 1.59 -2.05
H 5.62 0.25 -1.33
H 3.33 -0.04 -4.30
C 4.86 0.51 -2.08
H 4.60 0.18 -5.53
H 4.10 1.55 -4.52
H 3.93 -0.01 -1.84
C 6.31 -3.42 -3.68
C 2.98 -4.66 -4.12
H 3.36 -4.70 -5.14
H 2.32 -5.53 -3.95
C 4.14 -4.68 -3.11
H 2.95 -5.49 -1.49
C 4.99 -5.93 -3.31
H 5.83 -5.97 -2.60
H 2.40 -3.74 -3.99
H 3.03 -3.71 -1.53
H 5.39 -5.99 -4.33
H 4.37 -6.82 -3.14
C 3.60 -4.63 -1.67
H 4.42 -4.65 -0.95
C 4.41 -2.21 -3.22
C -5.12 4.15 5.89
C -3.99 3.39 5.26
C -2.74 4.01 5.08
C -1.68 3.31 4.46
C -1.87 1.99 4.00
C -3.10 1.39 4.23
C -4.16 2.07 4.85
S -0.56 1.04 3.15
O 0.62 1.74 3.84
O -0.25 -0.31 3.81
O 0.21 1.06 1.57
H -4.85 4.47 6.91
H -5.37 5.04 5.27
H -6.04 3.52 5.96
H -2.59 5.03 5.40
H -0.74 3.82 4.32
H -3.26 0.39 3.92
H -5.10 1.57 4.98
```